[1]
Computed, not measured: a 8-piece molecular cluster, C24H56N8O8 overall in a non-equilibrium geometry, with ωB97M-V/def2-TZVPD.

Each line ends with the Löwdin charge.
Atoms and positions in Å:
C: 2.862 1.899 -20.606  -0.350
O: 3.466 2.951 -20.502  0.007
N: 3.235 0.875 -21.379  -0.178
C: 2.622 -0.438 -21.210  -0.043
C: 4.405 0.991 -22.216  -0.031
H: 1.911 1.716 -20.080  0.138
H: 2.769 -1.047 -22.097  0.054
H: 1.558 -0.299 -21.017  0.095
H: 3.066 -0.982 -20.371  0.101
H: 4.730 2.025 -22.244  0.052
H: 5.232 0.380 -21.827  0.112
H: 4.229 0.631 -23.234  0.059
C: 7.137 -0.732 -25.434  -0.320
O: 8.181 -1.246 -25.750  0.024
N: 5.911 -1.181 -25.820  -0.181
C: 5.794 -2.218 -26.837  -0.037
C: 4.731 -0.404 -25.588  -0.067
H: 7.048 0.100 -24.712  0.129
H: 5.407 -1.823 -27.783  0.077
H: 4.983 -2.870 -26.480  0.088
H: 6.712 -2.762 -27.002  0.087
H: 4.376 0.063 -26.515  0.103
H: 3.942 -1.044 -25.187  0.074
H: 4.954 0.416 -24.907  0.053
C: -0.005 -3.381 -23.273  -0.373
O: 0.910 -3.723 -22.596  0.046
N: -0.018 -2.270 -24.049  -0.195
C: -1.161 -1.894 -24.876  -0.063
C: 1.098 -1.341 -24.038  -0.044
H: -0.965 -3.932 -23.342  0.140
H: -1.816 -2.749 -24.999  0.082
H: -0.793 -1.494 -25.821  0.086
H: -1.708 -1.071 -24.399  0.092
H: 0.705 -0.322 -24.011  0.104
H: 1.750 -1.538 -23.197  0.036
H: 1.677 -1.430 -24.966  0.068
C: 7.117 3.093 -23.227  -0.335
O: 8.056 2.430 -23.582  0.022
N: 6.215 3.664 -24.085  -0.202
C: 5.059 4.358 -23.616  -0.082
C: 6.362 3.571 -25.509  -0.051
H: 6.822 3.369 -22.200  0.139
H: 4.134 3.833 -23.859  0.090
H: 5.039 5.380 -24.010  0.095
H: 5.091 4.490 -22.530  0.087
H: 6.736 4.501 -25.950  0.097
H: 7.033 2.765 -25.796  0.072
H: 5.395 3.365 -25.982  0.089
C: 11.986 -3.008 -29.216  -0.362
O: 10.993 -3.136 -29.911  -0.004
N: 11.987 -2.843 -27.900  -0.192
C: 13.214 -2.575 -27.205  -0.059
C: 10.754 -2.634 -27.175  -0.040
H: 13.010 -3.009 -29.627  0.135
H: 14.051 -3.070 -27.707  0.089
H: 13.169 -3.019 -26.210  0.092
H: 13.449 -1.509 -27.166  0.062
H: 9.917 -2.868 -27.825  0.082
H: 10.724 -3.293 -26.301  0.095
H: 10.630 -1.615 -26.798  0.068
C: 2.079 -2.719 -27.840  -0.353
O: 2.734 -2.059 -28.597  0.020
N: 1.009 -3.482 -28.174  -0.187
C: 0.647 -3.738 -29.544  -0.036
C: 0.162 -4.083 -27.163  -0.057
H: 2.310 -2.783 -26.760  0.120
H: 1.294 -3.195 -30.221  0.078
H: -0.400 -3.471 -29.712  0.095
H: 0.740 -4.809 -29.758  0.096
H: -0.865 -3.733 -27.333  0.088
H: 0.088 -5.165 -27.326  0.095
H: 0.497 -3.854 -26.159  0.068
C: 3.499 -3.724 -32.029  -0.347
O: 2.693 -4.291 -32.749  -0.002
N: 4.133 -4.280 -30.984  -0.204
C: 5.024 -3.544 -30.165  -0.080
C: 3.987 -5.666 -30.729  -0.052
H: 3.758 -2.664 -32.193  0.140
H: 5.988 -4.088 -30.179  0.100
H: 4.791 -3.573 -29.101  0.061
H: 5.234 -2.543 -30.521  0.097
H: 4.950 -6.132 -30.501  0.094
H: 3.344 -5.849 -29.858  0.091
H: 3.565 -6.145 -31.606  0.090
C: 12.547 0.714 -26.270  -0.370
O: 13.553 0.752 -26.937  0.007
N: 11.485 1.529 -26.395  -0.189
C: 10.317 1.373 -25.551  -0.057
C: 11.401 2.477 -27.463  -0.054
H: 12.374 -0.031 -25.470  0.139
H: 10.306 2.042 -24.690  0.079
H: 10.182 0.335 -25.261  0.071
H: 9.447 1.666 -26.145  0.078
H: 10.557 2.201 -28.115  0.095
H: 11.238 3.491 -27.098  0.091
H: 12.269 2.453 -28.113  0.085

HOMO = -8.743 eV
SMILES = CN(C)C=O.CN(C)C=O.CN(C)C=O.CN(C)C=O.CN(C)C=O.CN(C)C=O.CN(C)C=O.CN(C)C=O
frontier orbital gap = 8.8 eV
relative energy (zero: lowest compared OMol25 entry of this formula, charge and spin) = 118.6 kcal/mol

[2]
Computed, not measured: C7H7AlO5S as an isolated structure in a non-equilibrium geometry, with ωB97M-V/def2-TZVPD.

Each line ends with the natural charge from an NBO analysis.
Atoms and positions in Å:
O: -1.426 -4.466 -1.080  -0.460
C: -1.171 -3.705 -1.902  0.471
Al: 0.743 0.573 -0.135  1.249
O: 3.220 -1.147 -0.930  -0.313
C: 2.155 -0.599 -1.133  0.066
C: 2.190 1.773 -0.305  0.448
O: 3.121 2.451 -0.359  -0.190
C: 0.241 0.028 -2.111  0.437
O: -0.115 1.148 -2.526  -0.320
C: 1.377 -0.989 -2.471  0.388
O: 1.658 -1.545 -3.498  -0.230
H: -0.231 -0.532 -0.518  -0.092
C: -0.449 1.688 2.534  -0.712
S: -0.388 0.012 1.776  0.351
C: -2.144 -0.123 1.197  -0.699
H: 0.225 2.395 2.034  0.232
H: -0.108 1.506 3.559  0.290
H: -1.481 2.050 2.530  0.276
H: -2.407 -1.167 1.409  0.285
H: -2.743 0.567 1.806  0.279
H: -2.266 0.083 0.124  0.246

HOMO = -17.345 eV
frontier orbital gap = 6.5 eV
charge = +2
relative energy (zero: lowest compared OMol25 entry of this formula, charge and spin) = 69.4 kcal/mol

[3]
Computed, not measured: one molecule with the formula C3H2N4O in a non-equilibrium geometry, with ωB97M-V/def2-TZVPD.

Each line ends with the natural charge from an NBO analysis.
Atoms and positions in Å:
C: 0.255 -0.381 -1.249  0.575
C: -0.986 -0.890 -0.581  -0.018
C: 0.613 0.730 1.267  0.170
H: -1.799 -1.310 -1.124  0.217
H: 1.308 0.899 1.967  0.194
N: -1.234 -0.641 0.636  -0.172
N: -0.150 -0.276 1.478  -0.230
N: 0.481 1.651 0.210  -0.122
N: 0.238 1.022 -0.920  -0.153
O: 1.275 -0.804 -1.683  -0.460

HOMO = -9.986 eV
SMILES = O=c1cnncnn1
frontier orbital gap = 8.8 eV
relative energy (zero: lowest compared OMol25 entry of this formula, charge and spin) = 68.3 kcal/mol